61
Properties=species:S:1:pos:R:3 method="wB97M-V/def2-TZVPD" homo_lumo_gap_ev="4.3762 / 5.2965" spin_multiplicity=8 e_above_lowest_kcal_mol=242.6 e_homo_ev="-4.43 / -5.53" fmax_ha_per_bohr=0.09794
P -1.8152 1.1387 -0.9949
P 2.1279 -0.3372 1.4224
C 0.0688 0.9550 -0.4665
C 1.0772 -0.1541 -0.2780
H 0.0775 1.5344 0.4746
H 0.4703 1.5614 -1.3158
H 0.8125 -1.0419 -0.8906
H 1.9386 0.1503 -0.9012
C 3.6174 0.4803 0.6794
H 3.6396 1.3856 1.3050
H 3.5356 0.7977 -0.3720
H 4.5332 -0.1159 0.8198
C 2.7283 -2.1650 1.5906
H 3.5191 -2.5034 0.8874
H 1.9121 -2.9293 1.6458
H 3.1913 -2.1484 2.5934
C -1.9057 1.7247 -2.6943
H -2.7287 2.4356 -2.7594
H -2.0884 0.8739 -3.3600
H -0.9763 2.2237 -2.9737
C -3.0191 -0.1996 -0.9027
H -2.6142 -1.1743 -0.6293
H -3.5172 -0.3089 -1.8800
H -3.8043 0.0341 -0.1714
Eu 0.0153 -2.9877 -0.3417
C 1.9441 -3.3092 -1.3779
C 2.6718 -2.1529 -1.6043
C 2.6771 -1.3840 -2.8670
C 1.3411 -1.3649 -3.6353
C 0.0940 -1.2696 -2.8274
C -0.8002 -2.2707 -2.5590
C -0.4887 -3.7713 -2.5076
C 1.0570 -4.0896 -2.3664
C -2.4455 2.3817 0.1416
H 2.0302 -3.7921 -0.3503
H 3.4966 -1.9417 -0.9034
H 3.4782 -1.7359 -3.5560
H 2.9534 -0.3485 -2.5980
H 1.3881 -0.4595 -4.2621
H 1.3482 -2.1930 -4.3599
H -0.1933 -0.2027 -2.7074
H -1.8243 -1.9719 -2.2405
H -0.8741 -4.1215 -3.4658
H -1.0786 -4.3440 -1.7265
H 1.1494 -5.1535 -2.0932
H 1.4464 -3.9430 -3.3729
H -2.0836 2.1531 1.1622
H -3.5446 2.3613 0.0896
H -2.0849 3.3718 -0.1686
Se 0.0164 1.5930 3.1537
C -0.9861 2.6400 4.2726
C -1.0458 4.0509 4.1024
C -1.9814 4.7761 4.8074
C -2.8728 4.1510 5.6991
C -2.7267 2.7583 5.9487
C -1.7895 2.0229 5.2720
H -0.3626 4.5149 3.3866
H -2.0283 5.8724 4.6729
H -3.6446 4.7221 6.2053
H -3.3611 2.2770 6.7039
H -1.6709 0.9432 5.4448

21
Properties=species:S:1:pos:R:3 method="wB97M-V/def2-TZVPD" homo_lumo_gap_ev=9.9580 e_above_lowest_kcal_mol=29.9 e_homo_ev=-9.14 fmax_ha_per_bohr=0.03302
H 2.6763 -0.0541 0.7041
N 1.7758 0.0107 1.1707
C 1.3052 1.1714 1.2999
O 0.1795 1.3858 1.9758
H 1.7449 2.1162 0.9592
H -0.2001 0.5216 2.2275
N 0.2532 0.8273 -1.8396
C -0.9186 1.0263 -1.0251
O -1.0754 2.3461 -0.5288
H 1.0994 0.9096 -1.2856
H 0.2915 1.5146 -2.5864
H -1.7881 0.8614 -1.6741
H -0.9520 0.1867 -0.2541
H -0.7459 2.3956 0.3781
C -0.5545 -2.3987 -0.4611
N -0.6693 -1.5769 0.7433
H -1.5537 -2.6956 -0.7803
H 0.0575 -3.3008 -0.3257
H -0.1133 -1.7819 -1.2445
H 0.2731 -1.3355 1.0588
H -1.0856 -2.1297 1.4881

93
Properties=species:S:1:pos:R:3 method="wB97M-V/def2-TZVPD" homo_lumo_gap_ev=7.2297 charge=+1 e_homo_ev=-9.51 fmax_ha_per_bohr=0.01638
C 5.8275 -4.5169 1.9391
C 4.7835 -5.5069 1.4615
O 4.5818 -5.5309 0.0571
C 4.2383 -4.3224 -0.5512
C 2.9900 -3.6878 0.0618
P 2.5300 -2.0966 -0.6148
C 3.8820 -1.1412 -1.3053
C 4.4982 -0.1232 -0.3264
O 5.5335 -0.6855 0.4355
Si 7.1157 -0.7102 -0.1482
C 8.1954 -0.7925 1.3584
C 7.4969 0.8393 -1.1165
C 7.4721 -2.1925 -1.2366
C 1.3284 -2.3831 -1.9801
O 0.9555 -3.7429 -2.0489
O 1.2788 -4.2139 -3.3648
O 1.8997 -1.2516 0.5492
C 0.5008 -1.4729 0.9302
C 0.2625 -0.7540 2.2369
H 5.8459 -4.5256 3.0266
H 5.6094 -3.4916 1.6356
H 6.8110 -4.7861 1.5631
H 3.8408 -5.3444 1.9921
H 5.1042 -6.5136 1.7130
H 4.0286 -4.5735 -1.5924
H 5.0824 -3.6324 -0.5520
H 2.1450 -4.3585 -0.0915
H 3.0874 -3.5246 1.1351
H 4.6235 -1.8245 -1.7115
H 3.4502 -0.6100 -2.1561
H 4.8090 0.7577 -0.8867
H 3.7205 0.2072 0.3588
H 9.2379 -0.9386 1.0878
H 8.1182 0.1635 1.8789
H 7.8737 -1.5571 2.0621
H 6.8636 0.9128 -2.0031
H 7.2787 1.7179 -0.5100
H 8.5354 0.8560 -1.4321
H 6.7980 -2.2818 -2.0905
H 8.4709 -2.0821 -1.6572
H 7.4333 -3.1194 -0.6700
H 0.4416 -1.7612 -1.8564
H 1.8160 -2.0893 -2.9077
H 1.7737 -5.0201 -3.1720
H -0.1278 -1.0338 0.1592
H 0.2988 -2.5397 1.0144
H -0.7947 -0.7573 2.4756
H 0.6248 0.2660 2.1230
H 0.8440 -1.2050 3.0375
C -1.6318 1.8015 -0.1314
C -2.8777 1.9807 -0.9812
N -2.7176 1.4628 -2.3260
C -3.7689 1.8900 -3.2364
C -5.2015 1.4292 -2.9454
C -2.3156 0.0734 -2.4153
C -3.1792 -0.9791 -1.7061
H -0.7553 2.2156 -0.6330
H -1.7539 2.3131 0.8235
H -1.4450 0.7467 0.0872
H -3.0934 3.0490 -1.0582
H -3.7349 1.5311 -0.4543
H -3.4884 1.5801 -4.2462
H -3.7549 2.9835 -3.2496
H -5.3452 0.3705 -3.1587
H -5.8973 1.9822 -3.5779
H -5.4874 1.6133 -1.9084
H -1.2935 -0.0049 -2.0210
H -2.2317 -0.1794 -3.4748
H -3.4175 -0.6870 -0.6819
H -2.6408 -1.9299 -1.6590
H -4.1143 -1.1667 -2.2289
C -6.7765 5.6654 3.5926
C -7.2044 4.4267 2.8201
N -6.6627 4.3845 1.4744
C -7.2951 3.4005 0.6154
C -7.1325 1.9161 0.9679
C -5.2199 4.4783 1.3754
C -4.3801 3.4465 2.1411
H -6.9987 6.5686 3.0238
H -7.3163 5.7145 4.5384
H -5.7110 5.6581 3.8257
H -8.2933 4.4325 2.7296
H -6.9493 3.5321 3.4114
H -6.9365 3.5645 -0.4051
H -8.3639 3.6324 0.5921
H -6.1233 1.5548 0.7652
H -7.8173 1.3191 0.3627
H -7.3641 1.7186 2.0149
H -4.9159 5.4745 1.7065
H -4.9610 4.4401 0.3136
H -4.6972 3.3413 3.1792
H -3.3352 3.7666 2.1557
H -4.4145 2.4635 1.6717

15
Properties=species:S:1:pos:R:3 method="wB97M-V/def2-TZVPD" homo_lumo_gap_ev="5.8064 / 8.9724" charge=+1 e_above_lowest_kcal_mol=187.3 e_homo_ev="-11.88 / -12.89" fmax_ha_per_bohr=0.07998
C 0.8401 -1.6585 1.4877
C 0.1365 -0.4709 1.3096
C -0.4448 0.2571 0.1219
C 0.2090 0.0087 -1.0845
N 1.2171 -0.2825 -1.8182
N -1.4385 1.2231 0.2051
N 0.1656 0.5894 -2.4110
H 1.2226 -1.7093 2.4328
H 0.9465 -2.3397 0.6862
H -0.4864 -0.5089 2.2518
H 1.0080 0.1141 1.6263
H -2.1956 0.8786 0.7423
H -1.3441 2.1911 0.1222
H -0.3473 0.1474 -3.0734
H 0.5112 1.5603 -2.5986

16
Properties=species:S:1:pos:R:3 method="wB97M-V/def2-TZVPD" homo_lumo_gap_ev=9.0151 e_above_lowest_kcal_mol=135.3 e_homo_ev=-8.29 fmax_ha_per_bohr=0.19860
H 2.3408 -1.9832 -0.9660
N 2.7356 -1.1911 -0.1860
C 2.0497 -0.1611 0.1741
N 0.9267 0.1667 -0.5512
C -0.1120 0.8402 -0.1820
C 0.1041 2.1121 0.3172
O -1.4316 0.6309 -0.6891
C -2.0331 -0.6005 -0.4736
C -1.8503 -1.4194 0.6882
H 2.4779 0.8369 0.8660
H 0.6881 -0.6231 -1.2719
H 1.1813 2.6889 0.3359
H -0.6779 2.8501 0.7181
H -2.7484 -0.6566 -1.1064
H -2.5158 -2.3018 0.7072
H -1.1352 -1.1890 1.6193

47
Properties=species:S:1:pos:R:3 method="wB97M-V/def2-TZVPD" homo_lumo_gap_ev=6.9888 charge=+2 e_above_lowest_kcal_mol=59.7 e_homo_ev=-14.57 fmax_ha_per_bohr=0.05401
Sc 0.7863 -0.5141 0.5238
P -0.9747 -0.5413 2.4598
C -1.9382 -1.4468 1.1767
C -2.1937 -0.6151 -0.0560
N -1.1016 -0.0207 -0.5887
C -1.1983 0.6957 -1.7313
C -2.4377 0.8897 -2.3383
C -3.5744 0.3052 -1.7770
C -3.4467 -0.4644 -0.6295
C 0.0652 1.2754 -2.3312
P 1.6214 0.4430 -1.7175
H -4.2816 -0.9679 -0.1456
H -2.4750 1.4909 -3.2489
H -4.5470 0.4418 -2.2358
H 0.0436 1.1907 -3.4328
H 0.1512 2.3512 -2.0908
H -1.1978 -2.3176 0.8773
H -2.8541 -1.8370 1.6300
H 1.6530 -2.9547 -0.5527
O 0.2856 -2.4853 0.0194
H -0.2877 -2.5680 -0.7658
H 2.3748 -1.5547 -0.6359
O 2.5930 -2.6400 -0.7870
H 3.1946 -2.9517 -0.0625
C 1.8349 -0.7795 -3.0615
H 1.8024 -0.2429 -4.0165
H 2.8089 -1.2803 -3.0015
H 1.0326 -1.5268 -3.0746
C 2.8569 1.6726 -2.2416
H 3.8498 1.3333 -1.9201
H 2.8581 1.7780 -3.3354
H 2.6465 2.6486 -1.7858
C -2.0959 0.8096 2.9421
H -3.0103 0.3961 3.3947
H -1.5786 1.4515 3.6727
H -2.3552 1.4237 2.0685
C -1.0547 -1.6817 3.8744
H -0.2867 -1.3718 4.5987
H -2.0475 -1.6403 4.3468
H -0.8283 -2.7046 3.5411
C 2.1785 2.0595 2.4759
O 1.7500 1.1181 1.4574
C 1.3560 1.6824 0.2204
O 1.1792 2.8734 0.1248
H 2.0018 1.5537 3.4211
H 1.6009 2.9780 2.4090
H 3.2401 2.2447 2.3297

86
Properties=species:S:1:pos:R:3 method="wB97M-V/def2-TZVPD" homo_lumo_gap_ev="6.5803 / 6.5006" spin_multiplicity=5 e_above_lowest_kcal_mol=0.0 e_homo_ev="-6.64 / -6.66" fmax_ha_per_bohr=0.05667
Fe 9.9792 15.1462 8.8809
C 13.4003 15.7934 6.6549
C 13.6660 14.8613 7.8618
C 13.6244 13.4293 7.3417
P 12.5959 15.0918 9.3284
C 13.2211 13.9493 10.6898
C 14.7236 14.0591 10.9517
C 12.4466 14.2938 11.9506
C 12.9282 16.7698 9.6371
C 14.2422 17.2178 9.6418
C 14.5828 18.5170 9.4607
C 13.5866 19.4056 9.0707
C 12.2412 18.9844 9.0188
C 11.8898 17.6514 9.3125
N 10.5148 17.2193 9.2716
C 9.5727 18.1363 9.6144
C 9.7671 19.2313 10.5194
C 8.7335 20.1325 10.7998
C 7.4434 19.8692 10.3066
C 7.2033 18.7294 9.5081
C 8.2724 17.8629 9.1505
P 7.9373 16.2886 8.3195
C 6.3171 15.7677 8.9096
C 5.9272 14.5540 8.0720
C 6.4827 15.5209 10.4197
C 7.8002 16.7080 6.5752
C 6.6561 17.6921 6.2320
C 9.1367 17.1700 6.0570
H 13.6529 15.3300 5.6302
H 14.0693 16.6935 6.6446
H 12.3210 15.9451 6.6116
H 14.7378 14.9883 8.2191
H 12.6284 13.0580 7.0539
H 14.0425 12.6680 8.0339
H 14.2312 13.2491 6.4441
H 12.9191 12.9477 10.3617
H 15.0600 15.0884 11.1133
H 15.3150 13.7104 10.1047
H 14.9469 13.4001 11.8333
H 12.6154 15.3616 12.2105
H 12.7879 13.5749 12.7717
H 11.3454 14.2811 11.7802
H 14.9771 16.4633 9.9042
H 15.6110 18.7839 9.4952
H 13.7477 20.4174 8.6888
H 11.5253 19.6390 8.5738
H 10.7338 19.4173 10.9309
H 8.9525 20.9603 11.4814
H 6.7267 20.6457 10.5473
H 6.1931 18.4003 9.2100
H 5.5747 16.5681 8.7497
H 6.7217 13.8657 7.9542
H 5.4752 14.8936 7.1414
H 5.1373 13.9321 8.5582
H 7.0229 14.6184 10.5754
H 5.5540 15.3700 10.9155
H 6.9782 16.3619 10.8623
H 7.5904 15.7457 6.0045
H 6.7561 18.6646 6.8222
H 5.6297 17.2874 6.4654
H 6.6849 18.0073 5.2059
H 9.4774 18.0399 6.6719
H 8.9518 17.5796 5.0263
H 9.9040 16.3958 6.0985
C 8.9009 13.5248 13.1571
C 9.0990 14.3499 11.9540
N 9.3510 14.9403 10.9977
H 8.3757 14.1530 13.8672
H 9.8898 13.2304 13.6199
H 8.3014 12.6322 12.9847
O 10.5675 11.8765 10.2268
S 9.2739 12.0305 9.5922
O 8.0534 12.1501 10.3646
N 9.3722 13.1968 8.4271
C 9.6049 12.7056 7.2159
S 9.8553 13.6303 5.8573
C 9.4248 11.1654 7.1669
C 9.7591 10.2560 6.2216
C 9.8492 8.8997 6.5445
C 9.6159 8.4681 7.8463
C 9.2454 9.3611 8.8214
C 9.1838 10.6707 8.4468
H 9.9317 10.5846 5.1842
H 10.1299 8.1771 5.7982
H 9.8608 7.4358 8.0371
H 9.1425 9.0011 9.8294

41
Properties=species:S:1:pos:R:3 method="wB97M-V/def2-TZVPD" homo_lumo_gap_ev=7.4073 charge=+1 e_above_lowest_kcal_mol=18.1 e_homo_ev=-11.42 fmax_ha_per_bohr=0.02063
C 4.1840 1.3920 1.3505
C 3.3157 0.1695 0.9961
C 3.3170 -0.1682 -0.5033
C 1.9222 0.2122 1.6148
N 0.8285 0.9992 0.9229
C -0.4762 0.7721 1.5996
C -1.6544 1.0224 0.6523
O -2.5081 1.9663 1.2696
C 1.1197 2.3192 0.7310
N 0.6479 3.2962 1.5574
N 1.8011 2.6595 -0.3513
H 3.7421 1.9820 2.1581
H 5.1801 1.0967 1.6677
H 4.2966 2.0673 0.5015
H 3.7777 -0.6899 1.4831
H 3.2746 -1.2468 -0.6491
H 2.4671 0.2429 -1.0380
H 4.2415 0.1657 -0.9696
H 1.5383 -0.8038 1.6616
H 1.9626 0.5855 2.6417
H -0.6082 1.4146 2.4665
H -0.4760 -0.2496 1.9662
H -1.2767 1.3976 -0.3067
H -2.1778 0.0851 0.4645
H -3.4132 1.8198 0.9849
H 0.4413 4.1596 1.0692
H 1.1220 3.4745 2.4359
H 1.6708 2.1541 -1.2142
H 2.4910 3.3955 -0.3181
C -2.3129 -2.2409 -1.6135
C -3.3755 -1.5944 -2.2297
C -4.4602 -2.3292 -2.6877
C -4.4808 -3.7074 -2.5248
C -3.4179 -4.3523 -1.9074
C -2.3309 -3.6193 -1.4523
H -1.4613 -1.6695 -1.2607
H -3.3598 -0.5187 -2.3580
H -5.2878 -1.8291 -3.1735
H -5.3268 -4.2804 -2.8809
H -3.4367 -5.4268 -1.7818
H -1.5005 -4.1232 -0.9745

49
Properties=species:S:1:pos:R:3 method="wB97M-V/def2-TZVPD" homo_lumo_gap_ev=9.9550 e_homo_ev=-9.50 fmax_ha_per_bohr=0.02316
H 2.6313 0.1873 -1.1490
N 2.6506 0.4182 -0.1554
C 1.8051 1.3264 0.1185
C 0.8768 1.9785 -0.8611
Si -0.9378 1.5602 -0.6225
C -1.3155 -0.2524 -0.4337
N -0.8845 -0.8696 0.8373
S -1.6185 2.6586 1.1716
O -0.9864 2.1337 2.3438
O -3.0351 2.8216 1.1348
F -0.9829 4.0924 0.9562
H 1.7645 1.6342 1.1612
H 1.1737 1.7381 -1.8807
H 0.9646 3.0640 -0.7511
H -1.6883 2.1159 -1.7643
H -0.8684 -0.7596 -1.2883
H -2.3913 -0.3928 -0.5380
H -0.1771 -1.5690 0.6911
H -0.5760 -0.2113 1.5356
C -3.9729 -2.5214 -5.5951
C -5.1606 -1.6078 -5.3717
O -5.5205 -1.4869 -3.9764
S -4.6105 -0.5705 -3.0542
C -5.7026 -0.4680 -1.6795
O -4.4771 0.7159 -3.6656
O -3.4436 -1.3037 -2.6617
H -3.0600 -2.1003 -5.1770
H -3.8222 -2.6709 -6.6642
H -4.1399 -3.4893 -5.1233
H -4.9882 -0.6127 -5.7841
H -6.0496 -2.0149 -5.8479
H -6.6014 0.0601 -1.9840
H -5.1809 0.0853 -0.9010
H -5.9306 -1.4742 -1.3390
C 5.6322 1.6096 5.1756
C 4.6292 0.4737 5.1882
O 4.3812 -0.0694 3.8744
S 5.4925 -1.0234 3.2496
C 4.5165 -1.6823 1.9476
O 5.8024 -2.0434 4.2055
O 6.5452 -0.2267 2.6993
H 6.6258 1.2621 4.8982
H 5.6904 2.0586 6.1675
H 5.3350 2.3745 4.4585
H 4.9407 -0.3308 5.8561
H 3.6574 0.8280 5.5259
H 3.7043 -2.2615 2.3778
H 5.1683 -2.3207 1.3552
H 4.1345 -0.8633 1.3393